Computed, not measured: the molecule C9H17N3Si, with ωB97M-V/def2-TZVPD.

```
30
Properties=species:S:1:pos:R:3:forces:R:3
Si 1.2571 -1.1697 0.1281 -1.02 -0.82 0.68
N 1.6942 0.5572 -0.0086 -0.13 -0.45 0.04
N 0.7652 1.5130 0.2622 1.19 2.21 -0.64
N 2.7078 2.4746 -0.0937 1.53 0.88 -0.16
C -0.5626 1.4756 0.6334 -1.72 -0.75 1.16
C 2.8779 1.1905 -0.1892 -3.17 1.55 0.67
C -1.5422 1.2720 -0.2374 -1.12 0.58 2.15
C 1.4437 2.6836 0.2169 0.76 -1.75 -0.50
C 0.3715 -1.4564 -1.5292 -0.79 -2.19 0.52
C 2.8011 -2.3007 0.3252 1.19 -0.68 -0.09
C 0.2663 -1.1063 1.7275 1.27 -1.69 1.11
C -3.0516 1.4076 0.0344 0.46 1.01 -0.57
C -3.8963 0.1777 -0.3510 2.70 -2.35 0.28
H -0.0784 -2.5146 -1.6918 0.82 1.53 0.61
H -3.8008 -0.6546 0.4884 -0.11 1.58 -1.75
H 2.5086 -3.3824 0.0600 0.18 1.55 0.54
H 0.2720 -2.2305 2.0580 0.09 2.04 0.04
H -3.3519 2.2907 -0.6717 0.19 -1.33 1.44
H 3.4620 -2.3579 1.3314 -1.78 0.48 -2.38
H -3.5104 -0.3086 -1.3638 -1.06 1.05 2.00
H 0.7819 -0.3922 2.4620 -0.22 -1.42 -0.80
H -3.2353 1.6655 1.1002 0.09 0.09 -0.75
H 3.6500 0.7863 -0.6801 2.97 -1.91 -1.02
H -1.4336 1.1770 -1.2534 0.89 -0.45 -2.80
H 1.1294 3.6677 0.3240 -1.39 1.05 0.55
H 1.1468 -1.3941 -2.2911 -0.21 0.49 -0.35
H -0.4981 -0.7823 -1.6390 0.83 -0.03 -0.14
H 3.4674 -2.0198 -0.5581 -0.42 -0.31 1.21
H -4.9068 0.4712 -0.3808 -1.33 0.05 -0.41
H -0.7348 -0.7401 1.7872 -0.67 -0.02 -0.63
```
Positions in Å, forces in eV/Å.

Properties
Highest occupied orbital energy (spin up / spin down)   -6.777 / -6.778 eV
Net charge   0
Frontier orbital gap (spin up / spin down)   7.337 / 7.338 eV

=====

Computed, not measured: the ion C9H17N4 with charge +1, with ωB97M-V/def2-TZVPD.

```
30
Properties=species:S:1:pos:R:3:forces:R:3
N -2.3365 1.1739 0.0242 1.19 0.39 -0.21
N -1.4552 -0.7980 0.1201 -2.85 -1.20 0.19
N -2.8123 -1.0371 -0.0695 0.23 1.69 -0.29
N 1.5822 -0.7151 0.2682 0.89 0.42 2.16
C 1.7465 1.6045 1.3991 0.86 -1.92 4.05
C -4.7520 0.4779 -0.3036 -0.16 0.79 -1.61
C 1.4842 1.6201 -0.9775 1.41 0.21 -2.28
C -1.2284 0.4899 0.1840 1.01 1.32 0.08
C 2.9842 -0.8815 -0.2088 -0.03 1.66 -1.11
C 1.3023 0.8132 0.2806 -3.10 -1.15 -2.96
C 0.6938 -1.6666 -0.5135 -2.63 1.61 -1.08
C -3.2974 0.2241 -0.1720 1.09 -1.68 1.42
C -0.6037 -1.8712 0.3386 2.79 -1.52 -2.25
H 1.5167 1.1471 2.4005 -0.01 -0.16 -0.77
H 0.4455 -1.0924 -1.4806 0.51 -1.23 1.30
H 3.3147 -1.8351 0.0188 0.72 -1.84 0.38
H 1.2100 1.3527 -2.0440 0.11 -0.96 1.45
H 0.8328 2.4714 -0.8736 0.10 0.64 0.44
H 2.9986 -0.6920 -1.2820 -0.42 -0.53 -0.14
H -0.9142 -2.9281 0.1238 -0.85 1.52 0.06
H -4.9804 0.1343 -1.3589 -0.31 0.42 1.22
H -0.1250 -1.9143 1.2724 -0.40 -0.08 2.18
H 1.1569 2.4648 1.4793 -0.46 1.67 -0.40
H -5.3257 -0.1101 0.4224 0.14 0.25 -0.28
H 0.9677 -2.7146 -0.6846 1.61 0.78 0.05
H 3.6870 -0.1239 0.1016 -0.11 0.21 1.03
H 1.4605 -0.9628 1.3295 0.70 0.36 -2.32
H 2.8337 1.7940 1.5442 -0.51 0.16 -0.93
H -4.9677 1.5859 -0.2343 0.20 -1.39 0.02
H 2.5811 1.9888 -1.1043 -1.70 -0.45 0.59
```
Positions in Å, forces in eV/Å.

Properties
Highest occupied orbital energy (spin up / spin down)   -12.697 / -12.622 eV
Net charge   +1
Frontier orbital gap (spin up / spin down)   8.100 / 7.845 eV

=====

Computed, not measured: a structure of composition C9H17NOS, with ωB97M-V/def2-TZVPD.

```
29
Properties=species:S:1:pos:R:3:forces:R:3
S -0.0902 2.1487 1.6108 1.13 0.59 0.78
O -1.4660 -0.7774 1.3234 1.12 -0.25 0.46
N -2.0793 2.3661 -0.2204 -1.30 1.00 1.08
C 1.3780 -2.6887 -0.2640 0.34 -1.30 -2.00
C 0.1750 -0.5745 -0.5324 -0.53 -0.06 1.57
C -1.2418 1.6980 0.4425 -0.44 -3.01 -1.79
C 0.1802 -2.0672 -0.9370 -1.14 0.66 3.70
C 0.0786 3.9088 1.2305 -1.74 -0.49 0.56
C 2.3925 -1.6137 -0.0409 -1.79 1.84 -0.25
C -2.3985 -0.3628 -0.7760 -0.05 -1.05 2.68
C -1.1461 -0.1815 0.1078 -1.96 3.34 -0.26
C 1.4006 -0.4216 0.3809 1.08 -1.37 0.15
H 0.6002 4.3698 2.0183 0.48 0.51 1.29
H -0.6400 -0.8265 1.8348 -0.47 -0.11 0.06
H 0.6033 4.1782 0.3500 0.25 -0.31 -1.18
H -0.9629 4.2517 1.2315 0.54 0.51 -0.15
H -3.2738 -0.4043 -0.0487 0.98 0.23 -1.10
H -2.4401 3.2978 0.1871 1.48 -1.51 -0.88
H 1.0879 -3.2014 0.6293 0.02 -0.30 0.64
H 0.1767 0.0174 -1.4042 0.55 0.86 -1.13
H 2.8360 -1.2671 -1.0401 -0.03 -0.68 1.64
H 1.0743 -0.4854 1.4371 0.38 -0.45 -0.29
H 3.0485 -1.8154 0.7997 0.66 0.00 -0.48
H 1.6554 -3.4091 -1.0465 0.66 -0.49 0.80
H -0.7193 -2.5962 -0.5477 0.37 0.42 -0.91
H 0.3048 -2.0571 -1.9437 -0.12 -0.62 -3.07
H -2.5201 0.4228 -1.4506 -0.22 1.24 -1.05
H -2.3602 -1.3071 -1.2811 0.02 -0.57 -0.36
H 2.0457 0.4233 0.3949 -0.24 1.38 -0.49
```
Positions in Å, forces in eV/Å.

Properties
Highest occupied orbital energy   -8.125 eV
Net charge   0
Frontier orbital gap   8.756 eV

=====

Computed, not measured: a cluster of 2 separate species, C9H17O3P in total, with ωB97M-V/def2-TZVPD.

```
30
Properties=species:S:1:pos:R:3:forces:R:3
P -0.2901 0.7126 1.0417 -1.34 -0.03 -0.54
O 0.7410 0.0190 -0.0555 -1.56 0.57 0.15
O -3.3178 -1.8966 -1.2267 -1.88 0.25 0.55
O 0.4030 1.3384 2.1760 0.53 0.86 0.04
C 2.9479 0.7560 -0.8953 -3.06 1.32 -0.25
C -1.0919 -2.4096 -1.9816 0.40 -0.30 -0.51
C 2.1581 -0.0676 0.1170 -0.29 3.87 2.71
C 0.1470 -2.5534 -2.3297 2.37 -0.29 0.77
C -1.0799 3.0694 -0.6493 3.09 -1.39 -0.70
C -2.2699 -2.1907 -1.6052 0.39 0.21 -0.04
C -1.5093 1.7064 -0.0317 -0.01 0.68 1.53
C -0.2435 -1.4389 2.5244 -0.56 -0.50 -2.04
C -1.2989 -0.6929 1.7350 -0.73 0.34 -3.21
H -1.8786 3.6583 -0.9909 -1.36 0.59 -0.25
H 2.3985 0.7041 -1.8534 0.03 0.37 0.34
H 0.5186 -2.3672 -3.3687 -0.24 -0.30 1.01
H 0.9069 -2.8307 -1.4900 -1.07 0.45 -1.81
H 3.7823 0.2300 -1.1002 3.27 -1.53 -0.50
H 3.2073 1.8133 -0.6628 -0.50 -0.85 0.13
H 2.4161 -1.0607 0.0958 0.58 -2.45 -0.30
H 0.7419 -1.4653 2.0368 -0.41 -0.08 -0.04
H 2.3605 0.3190 1.1854 -0.03 -0.63 -1.50
H -1.7596 0.9283 -0.7584 -0.46 0.39 -0.17
H -0.4103 2.9217 -1.5729 -0.86 0.05 1.32
H -0.1924 -0.7262 3.2734 0.73 0.02 2.86
H -2.4132 1.9828 0.6389 1.38 -1.11 -0.88
H -1.6042 -1.2363 0.7863 0.05 0.27 1.13
H -0.4673 3.6798 0.0478 -0.50 -0.46 -0.20
H -0.6403 -2.4382 2.5918 0.32 -0.38 1.26
H -2.2615 -0.4646 2.3221 1.71 0.03 -0.87
```
Positions in Å, forces in eV/Å.

Properties
Highest occupied orbital energy   -8.985 eV
SMILES string   CCOP(=O)(CC)CC.C=C=C=O
Net charge   0
Frontier orbital gap   8.276 eV

=====

Computed, not measured: a structure of composition C9H18AlOP, with ωB97M-V/def2-TZVPD.

```
30
Properties=species:S:1:pos:R:3:forces:R:3
P -0.1036 -3.0379 0.3232 -0.36 0.07 0.57
Al 0.4032 -0.8560 0.0396 0.29 0.02 0.04
O 0.3137 0.2197 1.5564 0.43 -0.12 1.17
C 1.5752 0.0156 2.2933 0.26 0.50 0.37
C 0.9373 1.9694 -0.9752 0.93 -1.39 0.04
C -1.2374 1.4612 -1.4234 0.32 -0.66 0.22
C -0.8822 0.6450 3.6906 -0.08 0.06 0.21
C -0.5361 0.2053 -1.5989 1.04 1.17 0.11
C -0.5588 1.1426 2.2977 0.02 -0.44 -0.42
C 0.9592 0.5325 -1.2992 -1.06 1.61 -1.94
C 2.2995 1.3146 2.5929 0.22 0.07 0.39
C -0.3633 2.4587 -0.9663 -0.12 -1.06 -0.45
H -0.8228 -0.5720 -2.3253 0.13 0.31 0.47
H 1.8334 2.5887 -0.8737 -0.28 -0.39 0.31
H -1.2768 -0.3843 3.6966 0.16 0.39 -0.09
H -1.4559 1.2755 1.7000 0.08 -0.17 -0.20
H -0.6602 3.4387 -0.6376 -0.03 0.29 -0.22
H -1.2663 -3.6481 -0.2826 0.21 -0.78 -0.05
H 2.4784 1.9403 1.7034 -0.22 -0.37 0.27
H -2.2681 1.6543 -1.6884 -0.12 -0.30 0.32
H 1.7977 1.9013 3.3734 0.14 0.01 -0.23
H 1.7554 0.0502 -1.8881 -0.47 0.50 0.37
H -0.2814 -3.4325 1.7119 0.29 0.33 -0.93
H 3.2745 1.0219 3.0089 -0.17 0.15 -0.14
H -0.0209 0.7168 4.3675 -0.24 -0.11 -0.15
H -0.0144 2.0816 2.3157 -0.17 0.16 0.00
H 1.2823 -0.5124 3.2055 0.34 -0.03 -0.10
H 0.9417 -3.9515 -0.0913 -0.94 0.23 0.13
H -1.6524 1.3115 4.0940 0.04 -0.16 -0.02
H 2.2374 -0.6272 1.6959 -0.68 0.08 -0.05
```
Positions in Å, forces in eV/Å.

Properties
Highest occupied orbital energy   -4.028 eV
Net charge   0
Frontier orbital gap   4.478 eV

=====

Computed, not measured: a structure of composition C9H18As2F13O9Tl, with ωB97M-V/def2-TZVPD.

```
52
Properties=species:S:1:pos:R:3:forces:R:3
Tl 1.0607 0.2255 -13.8997 -0.37 0.81 0.67
As 4.1572 -2.4240 -12.0441 -0.20 -1.08 1.17
As -0.2938 -2.4409 -16.0380 -0.04 -1.73 -1.01
F 2.8004 -1.4550 -12.7242 -1.45 1.50 -0.93
F -0.5845 -3.8892 -15.1361 -0.12 0.73 -0.02
F 3.7158 -3.6415 -13.1982 0.52 0.51 0.10
F 0.0644 -0.9374 -16.8391 0.28 -0.42 0.18
F 1.1291 -2.1484 -14.9653 0.79 1.52 0.61
F 0.8479 2.7157 -12.9129 0.29 -2.76 -1.10
F 2.9341 -3.0639 -10.9727 0.36 0.12 -0.15
F -1.6736 -2.7118 -17.0339 0.08 0.50 0.58
F 5.2319 -1.6152 -13.1379 -0.27 -0.34 0.25
F 5.3718 -3.4202 -11.3204 -0.22 0.59 -0.45
F -1.0993 -1.4668 -14.7890 -0.05 -0.16 -0.35
F 4.3894 -1.1284 -10.8733 0.15 -0.33 -0.53
F 0.7099 -3.3766 -17.1231 -0.32 1.02 0.64
O 3.6914 1.0795 -13.7267 -1.08 -0.32 -1.01
O -2.5636 0.0109 -11.2258 0.93 -0.17 -0.36
O -1.9408 3.1957 -16.1783 0.07 0.19 -0.89
O 4.7647 2.3441 -12.2168 -0.39 0.74 0.38
O -0.7358 1.3811 -15.6864 0.99 -0.21 0.29
O 5.6066 2.2266 -14.1524 -0.09 0.27 -0.15
O -3.8561 -0.0715 -12.9735 -0.78 0.07 0.08
O -2.2517 1.3219 -17.2936 0.14 -0.40 -0.24
O -1.6732 0.4197 -13.2249 0.66 0.42 -0.39
C -1.2953 3.9828 -15.1769 -0.51 0.50 0.50
C -2.6362 0.1584 -12.5405 -0.30 -0.69 1.06
C -4.2531 0.2319 -14.2997 1.82 0.04 -1.80
C 3.8240 2.0315 -11.1782 0.11 -0.63 0.83
C -1.5670 1.9406 -16.3623 -0.22 0.19 0.75
C -3.3095 1.9594 -18.0298 -0.06 -0.11 0.06
C -3.7429 -0.0552 -10.4195 0.20 0.90 0.54
C 4.5920 1.8361 -13.3988 0.32 0.13 0.59
C 5.3827 2.3242 -15.5486 -0.69 -0.54 -1.03
H 4.1464 2.5804 -10.2973 0.35 -0.07 -0.11
H -3.5812 1.2354 -18.7917 0.05 0.03 -0.02
H 2.7879 2.3363 -11.3283 0.12 0.01 -0.83
H -4.4241 -0.8460 -10.7121 -0.05 0.13 -0.11
H 6.1915 2.8603 -16.0346 0.27 -0.05 0.46
H -2.9890 2.8897 -18.4915 0.08 0.01 0.10
H -5.3143 0.0775 -14.4382 -0.07 0.36 0.45
H 4.4593 2.8622 -15.7748 -0.01 0.07 0.26
H -1.7154 3.6718 -14.2219 0.34 0.12 0.16
H -3.7250 -0.3625 -15.0563 -0.12 -0.78 0.52
H -4.1493 0.9577 -10.4198 -0.66 -0.29 -0.27
H -3.8248 1.1892 -14.6126 -0.86 0.55 0.52
H 3.9137 0.9606 -11.0020 -0.29 0.04 0.18
H -3.3992 -0.1777 -9.3946 0.19 -0.45 -0.15
H -1.6057 4.9999 -15.4067 -0.08 -0.03 0.12
H -0.2086 3.9759 -15.1504 -0.02 -0.60 -0.26
H -4.1681 2.1246 -17.3806 0.06 0.13 0.04
H 5.2836 1.3358 -15.9992 0.16 -0.04 0.08
```
Positions in Å, forces in eV/Å.

Properties
Highest occupied orbital energy   -11.879 eV
Net charge   0
Frontier orbital gap   4.725 eV

=====

no.,F_max (eV/Å)
1,3.67
2,4.56
3,3.93
4,4.74
5,2.73
6,2.99